Entry from the Open Molecules 2025 dataset: C4H7NO in the gas phase in a non-equilibrium geometry (the ωB97M-V functional and the def2-TZVPD basis).

Last column: Mulliken charge in e.
Positions of all 13 atoms, in Å:
C 0.360 1.566 1.125  -0.60
C -0.148 0.333 1.006  -0.30
C -0.081 -0.402 -0.292  0.68
C -1.404 -0.901 -0.823  -1.08
N 0.979 -0.699 -0.979  -0.48
O 2.154 -0.259 -0.359  -0.37
H 0.868 2.051 0.297  0.25
H 0.291 2.106 2.062  0.28
H -0.673 -0.153 1.818  0.32
H -1.544 -1.941 -0.513  0.26
H -1.412 -0.850 -1.916  0.34
H -2.232 -0.298 -0.439  0.35
H 2.841 -0.551 -0.985  0.37

Values from the calculation:
energy = -7796.6783 eV
net charge = 0
SMILES string = C=C/C(C)=N\O
E_HOMO = -0.33791 Eh
energy relative to the best compared isomer or geometry (same formula, charge and spin) = 68.4 kcal per mole
E_LUMO = 0.041 Eh